# 1
DFT (ωB97M-V/def2-TZVPD) results for the molecule C19H26N2O4 at a distorted geometry.

Computed properties:
SMILES: CCCCOc1cccc(OCCCC)c1C(=O)Nc1cc(C)on1
E_HOMO (eV): -8.79
Total energy (Eh): -1150.0379
LUMO (Eh): 0.0296
Kohn-Sham gap (eV): 9.599

```
51
C19H26N2O4 | the OMol25 dataset | ωB97M-V/def2-TZVPD
C 2.035 -2.508 3.573
C 0.925 -1.464 3.596
C 1.424 -0.063 3.956
C 2.291 0.553 2.856
O 1.625 0.607 1.609
C 0.583 1.464 1.427
C 0.306 2.572 2.219
C -0.744 3.409 1.884
C -1.534 3.151 0.782
C -1.293 2.027 -0.004
C -0.229 1.183 0.316
C 0.088 -0.048 -0.479
O -0.627 -1.024 -0.529
N 1.286 0.048 -1.125
C 1.879 -0.939 -1.877
N 3.074 -0.748 -2.388
O 3.392 -1.876 -3.074
C 2.383 -2.759 -2.978
C 1.380 -2.223 -2.225
H 0.440 -2.644 -1.946
C 2.524 -4.068 -3.660
H 1.634 -4.667 -3.493
H 2.666 -3.920 -4.729
H 3.395 -4.598 -3.277
H 1.847 0.878 -0.997
O -2.047 1.841 -1.134
C -3.047 0.826 -1.083
C -4.192 1.192 -0.138
C -5.247 0.090 -0.044
C -6.032 -0.101 -1.337
H -6.482 0.837 -1.652
H -5.387 -0.460 -2.135
H -6.826 -0.830 -1.190
H -4.759 -0.848 0.228
H -5.944 0.348 0.757
H -4.656 2.122 -0.477
H -3.773 1.369 0.857
H -3.399 0.756 -2.113
H -2.609 -0.131 -0.784
H -2.344 3.809 0.510
H -0.944 4.275 2.496
H 0.908 2.800 3.083
H 2.645 1.547 3.156
H 3.163 -0.074 2.662
H 2.012 -0.100 4.875
H 0.560 0.583 4.129
H 0.173 -1.760 4.330
H 0.440 -1.430 2.619
H 1.614 -3.495 3.399
H 2.566 -2.524 4.523
H 2.749 -2.304 2.779
```

***

# 2
DFT (ωB97M-V/def2-TZVPD) results for the molecule C19H26N2O4S.

Computed properties:
SMILES: COc1ccc(S(=O)(=O)NC[C@@H]2CCCN(Cc3ccc(C)o3)C2)cc1
E_HOMO (eV): -8.21
Total energy (Eh): -1548.2304
LUMO (Eh): 0.0233
Kohn-Sham gap (eV): 8.847

```
52
C19H26N2O4S | the OMol25 dataset | ωB97M-V/def2-TZVPD
C 1.982 5.679 -2.028
H 1.529 6.376 -2.732
O 0.906 5.090 -1.334
C 1.169 4.174 -0.372
C 2.446 3.743 -0.012
C 2.592 2.792 0.984
C 1.481 2.278 1.618
C 0.209 2.703 1.276
C 0.052 3.647 0.285
H -0.925 4.001 -0.005
H -0.636 2.291 1.804
S 1.702 0.997 2.835
O 2.907 1.239 3.575
O 0.467 0.810 3.543
N 2.014 -0.315 1.851
H 2.866 -0.788 2.101
C 0.917 -1.157 1.435
H 0.003 -0.631 1.720
H 0.931 -2.116 1.966
C 0.934 -1.403 -0.078
C -0.190 -2.361 -0.473
N -0.134 -2.623 -1.899
C -0.367 -1.407 -2.655
C 0.745 -0.405 -2.354
C 0.783 -0.100 -0.861
H 1.610 0.572 -0.627
H -0.145 0.395 -0.564
H 1.698 -0.837 -2.662
H 0.578 0.510 -2.924
H -0.364 -1.659 -3.718
H -1.344 -0.954 -2.411
C -0.986 -3.732 -2.305
C -2.441 -3.543 -2.008
C -3.438 -2.916 -2.695
C -4.597 -2.998 -1.881
C -4.227 -3.664 -0.752
O -2.918 -3.996 -0.824
C -4.990 -4.058 0.461
H -4.546 -3.613 1.352
H -6.019 -3.723 0.371
H -4.976 -5.140 0.585
H -5.570 -2.613 -2.108
H -3.363 -2.462 -3.662
H -0.850 -3.878 -3.379
H -0.634 -4.625 -1.780
H -0.073 -3.312 0.053
H -1.158 -1.922 -0.172
H 1.888 -1.865 -0.349
H 3.568 2.448 1.287
H 3.323 4.138 -0.496
H 2.644 6.227 -1.351
H 2.560 4.932 -2.581
```

***

# 3
DFT (ωB97M-V/def2-TZVPD) results for the molecule C19H26N2O4S2.

Computed properties:
SMILES: C[C@H]1Sc2ccc(S(=O)(=O)CCC(=O)NC3CCCCCC3)cc2NC1=O
E_HOMO (eV): -9.02
Total energy (Eh): -1946.5064
LUMO (Eh): -0.0023
Kohn-Sham gap (eV): 8.955

```
53
C19H26N2O4S2 | the OMol25 dataset | ωB97M-V/def2-TZVPD
C -8.275 -1.097 0.256
C -6.845 -0.626 0.450
C -6.675 0.831 0.059
O -7.599 1.577 -0.158
N -5.384 1.277 0.027
C -4.217 0.531 0.111
C -3.012 1.165 0.394
C -1.838 0.440 0.409
C -1.822 -0.917 0.141
C -3.014 -1.558 -0.140
C -4.209 -0.848 -0.153
S -5.709 -1.675 -0.539
H -3.036 -2.615 -0.355
H -0.889 -1.456 0.180
S -0.314 1.317 0.760
O 0.689 0.341 1.120
O -0.591 2.359 1.709
C 0.136 2.112 -0.822
C 0.277 1.114 -1.959
H -0.319 0.223 -1.746
C 1.732 0.686 -2.218
O 2.243 0.811 -3.312
N 2.336 0.166 -1.144
H 1.843 0.135 -0.257
C 3.734 -0.225 -1.109
C 4.548 0.854 -0.382
C 4.448 0.819 1.144
H 3.454 0.492 1.454
C 5.519 -0.066 1.779
H 6.493 0.214 1.370
C 5.301 -1.563 1.579
C 5.167 -1.998 0.120
H 5.266 -3.086 0.087
C 3.814 -1.625 -0.488
H 3.551 -2.347 -1.263
H 3.053 -1.699 0.292
H 5.980 -1.581 -0.476
H 6.147 -2.091 2.027
H 4.403 -1.869 2.120
H 5.548 0.132 2.853
H 4.586 1.835 1.523
H 5.596 0.769 -0.674
H 4.194 1.819 -0.755
H 4.068 -0.255 -2.152
H -0.090 1.548 -2.891
H -0.670 2.822 -0.994
H 1.054 2.663 -0.630
H -2.984 2.220 0.619
H -5.277 2.279 -0.082
H -6.533 -0.740 1.495
H -8.945 -0.466 0.835
H -8.554 -1.021 -0.792
H -8.381 -2.129 0.578
```

***

> The lowest Kohn-Sham gap belongs to which entry?

C19H26N2O4S

***

> What is the total energy in the first record?

-1150.0379 Eh

***

> Which of these has the lowest E_HOMO?

C19H26N2O4S2

***

> Number 3 is which compound?

C19H26N2O4S2